a.
This record from OMol25 describes a gas-phase ion, C2H5N2O (charge +1). The level of theory is ωB97M-V/def2-TZVPD.

Last column: Mulliken charge in e.
Positions of all 10 atoms, in Å:
C 1.07017 0.48149 0.37510  -1.22
C 0.27720 -0.54439 -0.47932  -0.08
N -1.06574 -0.41860 -0.16549  0.35
N -2.06920 0.02266 0.08597  0.45
O -3.30507 0.37301 0.26256  -0.29
H 1.02691 1.54363 0.17887  0.38
H 1.07115 0.24228 1.35721  0.46
H 2.01764 0.17383 0.15450  0.40
H 0.60382 -1.47225 -0.17806  0.26
H 0.37312 -0.40165 -1.59135  0.30

Computed properties:
spin multiplicity: 1
LUMO energy: -0.2242 hartree
E_HOMO: -17.739 eV
Kohn-Sham gap: 11.64 eV
net charge: +1
structure (SMILES): CCN=[N+]=O

=====

b.
This record from OMol25 describes a gas-phase ion, C2H5N2O (charge +1). The level of theory is ωB97M-V/def2-TZVPD.

Last column: Mulliken charge in e.
Positions of all 10 atoms, in Å:
C 0.26647 -0.17313 0.63887  0.14
C -0.82976 -0.69921 -0.22130  -0.09
N -1.41629 1.42030 0.26955  -0.35
N 1.46386 0.08120 0.39044  -0.23
O -1.90100 0.28212 -0.09247  -0.04
H -0.48837 -0.76885 -1.28832  0.29
H -1.11739 -1.72072 -0.04889  0.32
H -2.16812 2.08085 0.63059  0.28
H 2.07838 0.20532 -0.43627  0.31
H 1.76173 0.73867 1.14572  0.37

Computed properties:
spin multiplicity: 1
LUMO energy (alpha / beta): -0.2558 / -0.1909 hartree
E_HOMO (alpha / beta): -14.007 / -15.262 eV
Kohn-Sham gap (alpha / beta): 7.05 / 10.07 eV
net charge: +1

=====

Need the numbers? Relative energies in eV: a 0.000; b 0.961.